Entry 1:
Below is a molecular structure, C40H40BrN11O4Ti, with properties calculated with the ωB97M-V functional and the def2-TZVPD basis.

Its total charge is +1. The value obtained for the molar mass is 866.60 g/mol. Its gap between HOMO and LUMO (spin up / spin down) is 5.78 / 7.16 eV. As for the multiplicity: 2. The maximum force comes out at 0.736 eV Å⁻¹. As for the LUMO energy (spin up / spin down): -2.962 / -3.149 eV. The energy relative to the best compared isomer or geometry (same formula, charge and spin) is 0.9340 eV.

XYZ file:
```
97
C40H40BrN11O4Ti (the ωB97M-V functional and the def2-TZVPD basis)
Ti -0.9278 -0.7780 0.0096
O 4.0644 -0.4899 2.3140
C 3.8016 -1.8088 2.0656
C 4.7326 -2.7554 2.4651
C 4.4873 -4.0975 2.2236
C 3.3181 -4.5041 1.5929
C 2.3973 -3.5548 1.1786
C 2.6387 -2.2049 1.4017
C 1.7095 -1.1342 0.9078
O 0.6127 -1.6429 0.1835
N 1.2052 -0.3355 2.0098
N 0.0610 0.3484 1.5027
C -0.3204 1.3742 2.2918
C -1.5330 2.0415 2.1593
Br -2.7472 1.2026 0.9130
C -2.0069 3.1956 2.7474
C -1.2560 4.1578 3.5359
C -1.9785 5.0232 4.3720
C -1.3377 5.9697 5.1490
C 0.0462 6.0897 5.1050
C 0.7760 5.2603 4.2654
C 0.1375 4.3067 3.4888
H 3.2196 -0.0165 2.3843
H 5.6303 -2.4255 2.9706
H 5.2138 -4.8342 2.5410
H 3.1286 -5.5547 1.4197
H 1.4875 -3.8499 0.6705
H 2.2617 -0.4581 0.2392
H 0.8987 -0.9770 2.7440
H 0.3402 1.6666 3.1002
H -3.0650 3.4010 2.6395
H -3.0578 4.9357 4.4120
H -1.9183 6.6177 5.7925
H 0.5494 6.8291 5.7134
H 1.8526 5.3589 4.2115
H 0.7285 3.7007 2.8159
C -2.5196 -2.1113 4.0181
C -2.5225 -3.5036 3.9294
C -2.1105 -4.0869 2.7606
C -1.7151 -3.2913 1.6735
N -1.7322 -1.9418 1.7543
C -2.1223 -1.3890 2.9239
N -1.2677 -3.9797 0.5696
C -1.2786 -3.5049 -0.6218
N -1.7415 -2.2688 -1.0552
C -1.7249 -2.2703 -2.4709
N -2.1872 -1.4309 -3.3017
C -3.0423 -0.3627 -3.0017
C -3.3129 0.5071 -4.0610
C -4.2520 1.5021 -3.8917
C -4.9268 1.5811 -2.6799
C -4.5847 0.6805 -1.6884
N -3.6390 -0.2517 -1.8151
C -1.0462 -3.5116 -2.9060
C -0.7176 -3.9622 -4.1710
C -0.0823 -5.1944 -4.2611
C 0.1881 -5.9553 -3.1212
C -0.1722 -5.5059 -1.8579
C -0.7847 -4.2680 -1.7806
H -2.8132 -1.5950 4.9205
H -2.8311 -4.1121 4.7690
H -2.0674 -5.1580 2.6300
H -2.1011 -0.3128 2.9767
H -2.7961 0.3567 -4.9979
H -4.4786 2.1867 -4.6987
H -5.7019 2.3143 -2.5061
H -5.1060 0.7060 -0.7363
H -0.9531 -3.3747 -5.0489
H 0.2013 -5.5802 -5.2318
H 0.6769 -6.9144 -3.2303
H 0.0111 -6.0935 -0.9680
N 0.9282 -1.1234 -3.0175
C 1.3183 0.2279 -2.6560
C 2.2212 0.9350 -3.6649
C 2.6948 2.3449 -3.2944
C 3.1434 2.5314 -1.8418
N 2.0373 2.6877 -0.8849
C 1.1875 3.7096 -0.8914
N 1.4580 4.8086 -1.5980
N 0.0994 3.6650 -0.1311
C 0.0606 1.0262 -2.3016
O -0.2693 2.0423 -2.8650
O -0.6077 0.5294 -1.2761
H 1.7153 -1.7590 -3.0020
H 0.5025 -1.1583 -3.9373
H 1.8644 0.1329 -1.7102
H 1.7072 0.9834 -4.6273
H 3.0915 0.2869 -3.8045
H 1.8975 3.0517 -3.5219
H 3.5411 2.6041 -3.9340
H 3.8038 3.3958 -1.7417
H 3.7256 1.6780 -1.4936
H 1.7787 1.9012 -0.3061
H 2.2507 4.8393 -2.2130
H 0.7574 5.5194 -1.7134
H -0.2167 2.7804 0.2420
H -0.5875 4.3985 -0.1732
```



Entry 2:
Below is a molecular structure, C40H40CaO5S2, with properties calculated with the ωB97M-V functional and the def2-TZVPD basis.

Its total charge is +2. The value obtained for the molar mass is 704.97 g/mol. Its gap between HOMO and LUMO is 8.22 eV. The maximum force comes out at 0.380 eV Å⁻¹. As for the LUMO energy: -4.781 eV. The energy relative to the best compared isomer or geometry (same formula, charge and spin) is 0.0000 eV.

XYZ file:
```
88
C40H40CaO5S2 (the ωB97M-V functional and the def2-TZVPD basis)
Ca 2.4288 -0.5765 0.5849
C 3.3152 0.6372 -2.5018
O 3.5004 -0.4818 -1.6190
C 4.8570 -0.9382 -1.5729
C 5.5734 -0.2564 -0.4357
O 4.8066 -0.5417 0.7438
C 5.3877 0.0045 1.9372
C 4.4455 -0.3505 3.0583
O 3.1436 0.1659 2.7505
C 2.8458 1.4041 3.4128
H 3.5767 0.3465 -3.5197
H 3.9279 1.4862 -2.1906
H 2.2654 0.9108 -2.4607
H 5.3612 -0.7597 -2.5234
H 4.8208 -2.0145 -1.3950
H 5.6166 0.8276 -0.5797
H 6.5926 -0.6355 -0.3333
H 5.4857 1.0886 1.8239
H 6.3781 -0.4226 2.1102
H 4.8050 0.0321 4.0137
H 4.3481 -1.4348 3.1366
H 2.7922 1.2402 4.4891
H 1.8824 1.7467 3.0447
H 3.6075 2.1538 3.1890
C -4.9049 -5.6507 1.5341
C -3.8013 -4.6493 1.3556
C -3.9306 -3.3596 1.8647
C -2.9232 -2.4263 1.6934
C -1.7693 -2.7823 1.0012
C -1.6190 -4.0637 0.4815
C -2.6327 -4.9840 0.6673
S -0.6016 -1.4762 0.8313
O 0.7392 -1.8836 1.4642
C -0.1806 -1.5025 -0.9013
C 0.7292 -2.4810 -1.3743
C 1.1630 -2.4197 -2.6638
C 0.7442 -1.3692 -3.5214
C 1.2116 -1.2817 -4.8536
C 0.8196 -0.2515 -5.6602
C -0.0649 0.7356 -5.1741
C -0.5418 0.6724 -3.8954
C -0.1454 -0.3800 -3.0319
C -0.6071 -0.4654 -1.6847
C -1.6342 0.5009 -1.1915
C -3.0021 0.1023 -1.3310
C -3.3664 -1.1775 -1.8288
C -4.6798 -1.5341 -1.9305
C -5.7011 -0.6349 -1.5538
C -5.3826 0.6058 -1.0859
C -4.0293 1.0033 -0.9645
C -3.6826 2.2907 -0.4933
C -2.3807 2.6544 -0.3384
C -1.3497 1.7358 -0.6599
S 0.3333 2.3397 -0.4597
O 1.2125 1.1593 -0.0553
C 0.1418 3.2774 1.0235
C 0.6402 4.5681 1.0476
C 0.5419 5.3075 2.2214
C -0.0457 4.7672 3.3582
C -0.1784 5.5694 4.6199
C -0.5348 3.4537 3.3068
C -0.4492 2.7064 2.1516
H -5.2569 -5.6604 2.5653
H -4.5805 -6.6548 1.2697
H -5.7564 -5.3930 0.9015
H -4.8289 -3.0853 2.4036
H -3.0331 -1.4225 2.0859
H -0.7305 -4.3532 -0.0610
H -2.5180 -5.9844 0.2696
H 1.0669 -3.2695 -0.7131
H 1.8404 -3.1718 -3.0496
H 1.8795 -2.0484 -5.2270
H 1.1761 -0.1944 -6.6799
H -0.3777 1.5402 -5.8259
H -1.2370 1.4216 -3.5390
H -2.5993 -1.8789 -2.1284
H -4.9423 -2.5126 -2.3103
H -6.7374 -0.9305 -1.6465
H -6.1615 1.3033 -0.8047
H -4.4710 2.9894 -0.2432
H -2.1387 3.6373 0.0398
H 1.0924 4.9964 0.1615
H 0.9218 6.3206 2.2463
H 0.2489 5.0339 5.4683
H -1.2307 5.7479 4.8464
H 0.3177 6.5335 4.5347
H -0.9989 3.0283 4.1886
H -0.8467 1.6984 2.1150
```



Question: Among the records above, which one has the highest maximum force?
Answer: C40H40BrN11O4Ti